Entry from the OMol25 dataset: a molecular structure, C7H12 (the ωB97M-V functional and the def2-TZVPD basis).

Each line ends with the natural charge from an NBO analysis.
CARTESIAN COORDINATES (ANGSTROEM)
H (-0.682, 3.129, -0.264)  0.212
H (1.311, -1.822, 1.964)  0.167
H (0.332, -0.039, 1.470)  0.229
C (0.001, -0.291, -0.897)  -0.347
H (0.490, -0.096, -1.844)  0.249
H (0.221, -2.732, 0.885)  0.201
C (-1.994, 1.336, 0.061)  -0.394
H (2.388, -0.770, -0.055)  0.129
H (-2.225, 1.637, 1.080)  0.213
H (-2.818, 0.858, -0.465)  0.214
C (-1.066, 2.233, -0.748)  -0.394
H (1.435, 1.033, 0.471)  0.230
C (-0.615, 0.914, -0.258)  -0.160
H (1.947, -3.068, 0.883)  0.245
H (-1.273, 2.346, -1.809)  0.214
C (1.208, -2.255, 0.952)  -0.716
C (1.520, -1.414, -0.256)  -0.223
C (0.530, 0.435, 0.514)  -0.314
H (-0.635, -1.170, -0.883)  0.245

Atoms 1-6, force components in eV/Å:
-0.0591 -0.1534 -0.0631
0.0055 -0.0045 -0.1753
0.0430 0.0385 -0.1820
-0.1915 -0.0733 -0.3220
-0.0608 -0.0176 0.1700
0.1391 0.0520 -0.0064

Results
Lowest unoccupied orbital energy, eV: 1.043
Net charge: 0
Multiplicity: 1
HOMO-LUMO gap, Eh: 0.2970
Energy above the lowest of the compared OMol25 structures with the same formula, charge and spin, kcal/mol: 147.45


Entry from the OMol25 dataset: a molecular structure, C15H21N3O3 (the ωB97M-V functional and the def2-TZVPD basis).

Each line ends with the natural charge from an NBO analysis.
CARTESIAN COORDINATES (ANGSTROEM)
H (1.744, -3.296, -3.227)  0.233
H (-1.824, -0.482, -2.012)  0.448
H (-0.443, -1.645, -4.185)  0.388
H (-0.995, 3.360, -1.803)  0.174
H (-0.199, -1.565, 2.969)  0.194
C (-0.771, 0.612, -3.690)  0.602
C (0.540, 1.361, 3.886)  -0.195
H (0.513, 2.480, -2.301)  0.221
H (-2.380, 1.647, -2.748)  0.228
H (-0.497, -0.395, 5.906)  0.233
O (0.028, -1.958, -1.236)  -0.644
H (0.185, -4.197, -3.471)  0.208
N (-0.084, 1.978, 0.263)  -0.621
C (0.214, 0.038, 4.167)  -0.078
C (-0.230, -0.103, 1.704)  -0.221
C (-1.460, 1.711, -3.078)  -0.455
N (-1.059, -0.484, -2.998)  -0.417
H (0.666, -1.681, 5.294)  0.220
C (0.075, -0.599, 2.918)  -0.181
O (-0.198, 0.573, -4.791)  -0.649
H (1.518, -5.506, -1.900)  0.206
H (-0.396, -0.576, 0.796)  0.243
C (-0.601, 2.609, -2.116)  -0.448
N (-0.629, -1.623, -3.259)  -0.441
H (1.446, -4.112, -0.978)  0.220
H (-1.341, 2.627, -4.055)  0.212
H (0.736, 2.110, 4.779)  0.190
H (0.874, 3.973, 3.361)  0.218
C (0.356, -0.499, 5.328)  -0.586
C (1.018, -4.657, -1.754)  -0.597
H (-0.069, 3.906, 1.989)  0.200
O (-1.837, 0.905, -0.708)  -0.591
H (1.377, -0.019, 5.929)  0.213
C (0.057, -2.411, -2.372)  0.663
H (1.565, 3.920, 1.794)  0.229
C (-0.993, 1.640, -0.671)  0.753
C (0.985, 3.453, 2.473)  -0.665
H (0.165, -5.074, -1.475)  0.203
C (0.843, -3.758, -2.960)  -0.444
C (0.173, 1.193, 1.422)  0.141
C (0.304, 2.036, 2.705)  0.009
H (0.623, 2.508, 0.105)  0.387

Atoms 1-6, force components in eV/Å:
1.2445 -0.0421 -1.5508
3.3111 0.6441 -3.9312
0.9138 -1.1731 -3.8482
-4.1669 9.7462 2.4816
-0.4035 -3.8059 0.4764
-0.4614 -1.3717 -1.6809

Results
Lowest unoccupied orbital energy, eV: 0.645
Net charge: 0
Multiplicity: 1
HOMO-LUMO gap, Eh: 0.3292
Energy above the lowest of the compared OMol25 structures with the same formula, charge and spin, kcal/mol: 312.97


Entry from the OMol25 dataset: a molecular structure, C24H33N2ORuSSi (the ωB97M-V functional and the def2-TZVPD basis).

Each line ends with the natural charge from an NBO analysis.
CARTESIAN COORDINATES (ANGSTROEM)
O (1.714, 0.046, -0.157)  -0.926
C (0.364, -3.063, 1.628)  -0.214
H (4.160, 1.577, 1.675)  0.228
C (-1.464, -5.863, -0.158)  -0.645
H (-1.949, 0.815, 3.311)  0.245
C (-0.053, -3.938, -0.977)  -0.198
H (1.176, -2.287, -1.586)  0.234
H (-4.272, 1.472, -0.110)  0.252
C (-0.628, -4.641, 0.086)  0.047
H (-0.282, 2.207, 3.143)  0.270
C (3.564, -1.687, 0.350)  -0.796
H (4.278, 2.410, 0.111)  0.241
H (0.041, 4.576, -0.445)  0.260
H (3.476, -1.962, -0.699)  0.255
C (-2.068, 0.754, -2.323)  -0.201
H (0.536, -2.723, 2.642)  0.234
H (-2.438, 0.839, -4.433)  0.254
C (0.416, 1.900, -2.918)  0.298
C (1.895, 3.680, 0.268)  -0.204
C (-1.813, -0.078, 2.699)  -1.139
H (2.450, 2.279, -2.398)  0.232
C (-1.734, 1.048, -3.639)  -0.136
C (0.500, 3.984, 0.334)  -0.125
C (0.733, -2.822, -0.755)  -0.217
Si (-2.462, 0.135, 0.970)  1.773
N (0.081, 1.621, -1.673)  -0.396
H (-3.237, -1.448, -0.808)  0.245
C (2.496, 2.859, 1.226)  0.045
H (2.148, 2.152, -4.141)  0.257
H (-1.535, -6.095, -1.218)  0.231
H (2.485, 4.059, -0.556)  0.263
H (-3.024, 0.327, -2.063)  0.248
H (-1.038, -6.726, 0.354)  0.247
C (-0.504, 1.605, -3.941)  -0.187
H (-0.853, -4.718, 2.219)  0.238
H (1.653, 3.600, -3.280)  0.250
H (2.103, 1.626, 2.974)  0.265
C (-2.814, -1.514, 0.194)  -1.134
N (-1.120, 0.888, -0.006)  -0.634
H (-2.474, -5.723, 0.232)  0.239
H (4.319, -0.916, 0.489)  0.252
C (-0.280, 3.490, 1.384)  -0.188
H (-3.646, 2.286, 1.327)  0.246
C (1.748, 2.515, -3.196)  -0.662
H (-3.541, -2.040, 0.818)  0.267
S (2.002, -1.036, 0.909)  1.249
Ru (0.664, 1.798, 0.313)  0.573
H (-4.720, 0.905, 1.493)  0.273
H (-1.913, -2.128, 0.146)  0.253
H (-0.761, -0.370, 2.716)  0.238
C (0.316, 2.638, 2.355)  -0.172
H (-0.217, -4.282, -1.990)  0.234
C (3.949, 2.504, 1.145)  -0.639
H (4.541, 3.293, 1.613)  0.267
H (-1.341, 3.697, 1.418)  0.267
H (-2.379, -0.877, 3.184)  0.272
H (-0.235, 1.819, -4.966)  0.250
C (-3.896, 1.312, 0.902)  -1.133
C (-0.413, -4.184, 1.386)  -0.201
C (1.671, 2.313, 2.259)  -0.191
C (0.941, -2.397, 0.553)  -0.246
H (3.797, -2.559, 0.960)  0.265
C (-1.115, 1.048, -1.350)  0.328

Atoms 1-6, force components in eV/Å:
0.0043 -0.0658 -0.0247
0.0213 -0.0145 0.0063
-0.0040 -0.0061 -0.0082
-0.0009 0.0016 0.0016
0.0093 -0.0051 -0.0025
-0.0083 0.0038 0.0039

Results
Lowest unoccupied orbital energy (alpha / beta), eV: -5.557 / -8.280
Net charge: +2
Expectation value of S²: 0.782
Multiplicity: 2
HOMO-LUMO gap (alpha / beta), Eh: 0.3272 / 0.2307
Energy above the lowest of the compared OMol25 structures with the same formula, charge and spin, kcal/mol: 0.58


Entry from the OMol25 dataset: a molecular structure, C20H19Cl2N4O2SScTe (the ωB97M-V functional and the def2-TZVPD basis).

Each line ends with the natural charge from an NBO analysis.
CARTESIAN COORDINATES (ANGSTROEM)
H (0.278, 2.186, 2.467)  0.231
C (3.104, -2.013, 0.624)  -0.074
H (5.146, -2.577, 0.489)  0.223
Cl (3.126, -2.070, 2.365)  -0.022
C (-3.019, -2.893, -2.478)  -0.571
C (1.355, 3.811, -0.223)  0.043
C (0.268, 3.307, -1.139)  -0.662
C (0.623, 2.089, 1.440)  -0.626
H (-4.645, -1.422, 2.011)  0.246
H (0.675, 2.669, -1.923)  0.235
H (3.860, 6.091, -0.093)  0.214
C (4.293, -2.274, -1.461)  -0.268
C (-4.345, -0.820, 2.868)  -0.817
C (3.210, 5.286, 0.222)  -0.208
H (-3.728, 0.085, -3.726)  0.410
H (-2.777, -3.001, 4.055)  0.242
N (0.724, -1.364, 0.558)  -1.043
C (1.523, 3.222, 1.028)  -0.078
H (-0.284, 4.124, -1.599)  0.231
H (-4.631, 0.219, 2.721)  0.253
H (-1.249, -2.793, 3.153)  0.276
H (-2.759, -3.105, 2.256)  0.260
C (3.137, -1.935, -2.160)  -0.262
C (2.203, 4.841, -0.618)  -0.228
C (-2.327, -2.630, 3.135)  -0.828
H (2.068, 5.298, -1.591)  0.210
Sc (-1.032, -1.145, -0.056)  1.489
Cl (0.494, -1.228, -2.242)  0.017
C (3.378, 4.698, 1.468)  -0.208
N (-3.721, -0.915, -3.636)  -0.793
H (2.672, 3.209, 2.836)  0.213
Te (-1.048, 2.177, 0.109)  0.499
O (-2.032, -0.443, 1.709)  -1.006
H (3.110, -1.901, -3.241)  0.223
N (-1.913, -3.293, -0.240)  -0.529
O (-2.685, -0.727, -1.638)  -0.749
C (-2.415, -3.272, -1.288)  0.465
C (-3.126, -1.463, -2.561)  0.693
N (-3.822, -4.409, -4.376)  -0.350
H (-4.052, -1.491, -4.391)  0.415
C (1.890, -1.658, -0.011)  0.097
H (5.205, -2.510, -1.990)  0.215
C (-3.442, -3.766, -3.497)  0.283
C (4.260, -2.311, -0.073)  -0.214
C (2.539, 3.671, 1.865)  -0.186
H (1.095, 1.112, 1.321)  0.270
C (2.015, -1.651, -1.427)  0.013
H (4.161, 5.042, 2.130)  0.215
H (-4.794, -1.197, 3.786)  0.242
S (-2.568, -0.862, 3.060)  1.300

Atoms 1-6, force components in eV/Å:
0.0055 0.0382 -0.0056
0.0342 0.0376 0.0900
0.0143 0.0002 -0.0134
-0.0177 0.0050 -0.0197
0.0461 0.0966 0.0217
0.0039 0.0059 -0.0001

Results
Lowest unoccupied orbital energy, eV: -0.043
Net charge: 0
Multiplicity: 1
HOMO-LUMO gap, Eh: 0.2447
Energy above the lowest of the compared OMol25 structures with the same formula, charge and spin, kcal/mol: 14.97